{"formula": "C7H10O2", "method": "the ωB97M-V functional and the def2-TZVPD basis", "elements": ["H", "H", "C", "H", "H", "C", "C", "C", "O", "C", "C", "H", "H", "H", "H", "C", "O", "H", "H"], "positions_angstrom": [[2.759, 1.235, -0.756], [-0.967, -0.200, -1.490], [0.802, 1.188, 0.353], [1.479, 0.699, -1.736], [-2.797, -0.090, 0.958], [-0.222, -0.989, 0.374], [1.786, -0.635, -0.018], [1.814, 0.684, -0.725], [-0.586, 1.307, -0.089], [0.814, -0.086, 1.061], [-1.070, 0.002, -0.376], [-3.193, 0.694, -0.608], [-0.665, -1.847, 0.974], [-2.916, -1.039, -0.556], [2.769, -1.094, 0.184], [-2.577, -0.143, -0.086], [0.760, -1.543, -0.521], [1.047, 2.099, 0.918], [0.965, -0.243, 2.139]], "forces_ev_per_a": [[0.0246, -0.2424, 0.4944], [0.1869, 0.1401, 1.1609], [-1.8679, 2.1473, -0.9174], [-0.5951, -0.1840, -0.7547], [-0.1951, -0.1807, 0.7558], [0.5384, -0.5756, 0.4157], [0.5926, -1.7320, 0.5528], [-0.1424, 1.4110, 0.3769], [0.6216, 0.3330, 0.0998], [1.5452, -2.8085, 1.6463], [-2.0256, -0.1601, -1.5401], [1.2180, -1.1927, 0.9033], [0.0222, 1.3895, -0.7247], [-0.2533, -0.8634, 0.0521], [-0.5982, -0.2029, -0.0905], [-0.1493, 2.5417, -1.5587], [1.1601, -0.0428, -0.0865], [-0.0549, -0.2535, -0.3829], [-0.0279, 0.4759, -0.4024]], "nbo_charge": [0.22, 0.18, 0.10, 0.23, 0.21, 0.07, 0.12, -0.48, -0.52, -0.30, 0.06, 0.22, 0.21, 0.21, 0.19, -0.61, -0.53, 0.21, 0.23], "lumo_energy_ev": 1.0, "homo_energy_ev": -9.6449, "de_lowest_kcal_mol": 53.8}

{"formula": "C7H10O2", "method": "the ωB97M-V functional and the def2-TZVPD basis", "elements": ["H", "C", "C", "H", "C", "H", "H", "H", "H", "H", "C", "H", "C", "H", "O", "H", "C", "C", "O"], "positions_angstrom": [[-1.650, -0.066, 1.853], [-1.658, -0.174, -0.821], [-2.113, -1.035, -1.532], [2.036, -0.583, 1.851], [1.284, -0.981, 1.180], [0.835, -1.403, -0.850], [-1.234, 1.838, -0.333], [-0.742, 1.502, 1.987], [0.105, -0.038, 1.562], [0.168, 0.405, -2.330], [-1.020, 0.820, -0.022], [2.381, -0.487, -0.565], [1.391, -0.738, -0.198], [-2.540, -1.788, -2.145], [0.760, 1.091, -1.987], [0.728, -1.835, 1.544], [-0.912, 0.598, 1.409], [0.803, 1.012, -0.619], [1.379, 1.862, 0.015]], "forces_ev_per_a": [[-0.0376, 0.0385, -0.0168], [-0.2495, -0.5445, -0.4102], [0.2113, 0.3215, 0.2574], [-0.0754, 0.0842, 0.0066], [0.3645, -0.1275, -0.8978], [-0.0919, 0.0742, -0.0191], [-0.0068, -0.0311, 0.0092], [-0.1021, 0.0036, -0.0111], [-0.5289, 0.4355, -0.0330], [-0.0005, 0.0063, 0.0978], [1.3187, 0.1506, -0.1424], [-0.1144, 0.2659, 0.0070], [0.0828, -0.6724, 0.7693], [-0.0643, -0.0577, -0.0497], [0.1710, -0.1940, 0.1301], [-0.1628, 0.1236, 0.0137], [0.5310, -0.2828, 0.2356], [-1.3070, 0.8340, 0.1160], [0.0618, -0.4278, -0.0626]], "nbo_charge": [0.23, -0.04, -0.25, 0.23, -0.34, 0.22, 0.27, 0.24, 0.22, 0.49, -0.37, 0.26, -0.52, 0.24, -0.71, 0.22, -0.53, 0.77, -0.63], "lumo_energy_ev": [-0.5, -0.5], "homo_energy_ev": [-8.6025, -8.6029], "de_lowest_kcal_mol": 115.4}

{"formula": "C7H10O2", "method": "the ωB97M-V functional and the def2-TZVPD basis", "elements": ["O", "H", "C", "H", "H", "H", "C", "H", "O", "H", "C", "H", "H", "H", "C", "C", "C", "C", "H"], "positions_angstrom": [[-1.702, -1.126, -0.756], [-0.069, 2.463, 2.497], [0.421, -0.265, -1.449], [-1.052, 1.131, 3.123], [-0.803, 1.894, -0.175], [1.220, -0.997, -3.294], [-0.948, 0.898, 0.260], [1.028, 0.623, -1.529], [1.953, -0.930, 1.188], [0.714, 1.108, 3.353], [-0.742, -0.168, -0.779], [-0.052, -2.021, -2.659], [1.549, -2.034, -1.904], [-1.419, -1.880, -1.288], [1.080, -0.144, 1.092], [0.066, 0.647, 1.360], [-0.089, 1.379, 2.662], [0.800, -1.391, -2.367], [-1.957, 0.813, 0.668]], "forces_ev_per_a": [[-0.0966, -0.1042, 0.1077], [0.0420, -0.1104, 0.0841], [-1.0338, 0.1368, -0.7584], [0.1490, -0.0065, -0.0438], [-0.2053, -0.0147, 0.0638], [0.0239, -0.0571, 0.0280], [0.2219, -0.0788, -0.1372], [0.1864, 0.0786, 0.4276], [-0.5241, 0.8789, -0.6360], [-0.1780, 0.1472, 0.0067], [0.9714, -0.1628, -0.0077], [0.1612, 0.0750, 0.0630], [0.0447, -0.0725, -0.0354], [-0.0405, 0.0629, -0.0301], [0.8649, -1.3226, 1.5239], [-0.7303, 0.5556, -0.7376], [0.2974, -0.0846, 0.1212], [-0.1549, -0.0628, 0.0125], [0.0007, 0.1420, -0.0524]], "nbo_charge": [-0.67, 0.21, -0.34, 0.21, 0.22, 0.22, -0.44, 0.22, -0.49, 0.22, 0.35, 0.19, 0.23, 0.48, 0.71, -0.32, -0.60, -0.64, 0.23], "lumo_energy_ev": 0.8, "homo_energy_ev": -8.2889, "de_lowest_kcal_mol": 33.0}

{"formula": "C7H10O4S", "method": "the ωB97M-V functional and the def2-TZVPD basis", "elements": ["H", "H", "H", "H", "C", "H", "H", "C", "H", "H", "H", "C", "H", "O", "O", "O", "C", "O", "C", "C", "S", "C"], "positions_angstrom": [[2.347, -1.396, -1.372], [1.186, -2.987, 0.649], [-1.221, 3.784, 1.617], [1.026, 0.494, -1.066], [-0.775, -2.291, 0.973], [0.480, 3.609, 1.253], [-0.994, -2.600, 1.999], [0.487, -1.796, -0.859], [1.095, -1.437, -2.866], [-2.588, -2.268, -0.220], [1.095, -1.258, 1.367], [-1.629, -2.033, -0.038], [-0.717, 4.067, -0.008], [-0.391, 0.839, 1.299], [-1.917, 1.565, -0.446], [1.668, 2.360, -0.348], [0.579, -2.081, 0.583], [-0.898, -1.778, -1.203], [1.382, -1.595, -1.787], [-0.441, 3.470, 0.870], [-0.689, 1.798, 0.285], [0.914, 1.535, -0.680]], "forces_ev_per_a": [[0.8628, -0.2773, -0.5264], [0.0656, -0.0052, 0.4737], [0.5981, -0.9389, -0.5091], [0.1768, 0.6061, -0.3900], [-3.3210, -0.2184, 0.8894], [3.0466, 0.4258, 0.9429], [-0.3642, 0.2117, -0.5379], [-3.0451, 0.5445, -0.4237], [0.5683, -0.1898, 1.4662], [-3.3493, -0.2182, -0.2352], [-1.0684, -1.8232, -2.4837], [5.2129, -0.8006, 0.8669], [0.6753, 0.1310, 0.1121], [0.3466, -0.5261, 1.6492], [0.3858, 1.1126, 0.2640], [3.0326, 1.3050, -0.6344], [3.4142, 1.5577, 1.9222], [0.8874, 0.1830, 0.2055], [0.1696, 0.6685, -1.6599], [-4.8481, 0.2142, -1.1095], [-0.6480, -1.2004, -1.6222], [-2.7986, -0.7620, 1.3402]], "nbo_charge": [0.21, 0.24, 0.26, 0.20, -0.27, 0.25, 0.23, 0.32, 0.24, 0.20, 0.25, 0.14, 0.25, -0.96, -0.92, -0.49, -0.52, -0.49, -0.53, -0.86, 2.03, 0.22], "lumo_energy_ev": 0.3, "homo_energy_ev": -8.1507, "de_lowest_kcal_mol": 88.5}

{"formula": "C7H10S", "method": "the ωB97M-V functional and the def2-TZVPD basis", "elements": ["C", "S", "H", "H", "H", "H", "C", "H", "C", "C", "H", "H", "H", "H", "C", "C", "C", "H"], "positions_angstrom": [[-0.828, -0.122, -0.207], [-1.151, 2.683, 0.108], [1.396, 2.096, -1.525], [-1.125, 1.336, -1.789], [1.005, -0.642, 1.877], [-2.868, 0.119, 0.313], [0.876, -1.463, 1.152], [0.152, -2.172, 1.533], [-0.573, 1.244, -0.868], [0.916, 1.242, -1.121], [-2.074, -1.533, 0.758], [2.542, -0.119, -0.889], [0.394, -1.770, -0.927], [-0.459, 2.431, 1.203], [-1.981, -0.521, 0.287], [0.481, -0.920, -0.225], [1.464, 0.080, -0.777], [1.835, -1.968, 1.095]], "forces_ev_per_a": [[0.5080, 0.3765, -0.5488], [-0.3441, 0.1054, -0.6092], [0.4694, 0.5405, -0.2934], [-0.2864, 0.0630, -0.4157], [-0.2337, -0.2526, -0.2527], [0.3519, -0.1950, -0.0791], [0.3543, 0.5157, 0.0372], [-0.2225, -0.0770, 0.0905], [0.3214, -0.2160, 0.7739], [-0.7948, -0.9584, 0.4857], [0.0364, 1.0119, -0.5045], [-0.6309, -0.0747, 0.1280], [-0.0240, 0.2159, 0.2053], [0.3451, -0.1950, 0.4365], [-0.5164, -0.9926, 0.7695], [-0.2035, -0.0527, 0.0507], [0.7050, 0.3619, -0.2092], [0.1646, -0.1769, -0.0650]], "nbo_charge": [0.02, -0.03, 0.22, 0.24, 0.21, 0.21, -0.59, 0.21, -0.39, -0.20, 0.20, 0.21, 0.22, 0.12, -0.39, -0.30, -0.17, 0.21], "lumo_energy_ev": 0.9, "homo_energy_ev": -8.9470, "de_lowest_kcal_mol": 19.4}

{"formula": "C7H10S", "method": "the ωB97M-V functional and the def2-TZVPD basis", "elements": ["C", "H", "C", "H", "H", "H", "S", "H", "H", "C", "H", "H", "H", "C", "C", "H", "C", "C"], "positions_angstrom": [[1.748, -0.440, -1.900], [-2.754, 0.513, 1.033], [0.630, -0.512, 0.544], [0.526, -1.210, 1.304], [0.963, 0.429, 1.054], [-1.121, -1.085, -0.514], [-0.787, 1.430, -0.876], [2.188, 0.382, -2.588], [-1.414, -0.116, 2.023], [0.866, -1.436, -1.806], [2.459, -1.495, -0.055], [0.430, -2.154, -2.345], [-0.103, 2.109, 1.428], [1.597, -1.010, -0.475], [-0.763, -0.197, 0.011], [-1.828, 2.594, 1.106], [-1.064, 1.785, 0.899], [-1.572, 0.411, 1.155]], "forces_ev_per_a": [[-1.6166, 0.0220, -0.0836], [2.4537, -0.8025, -0.2444], [0.1234, 3.0477, -0.4450], [-0.1905, -1.6539, 1.5011], [0.1997, -0.8136, -0.3503], [-0.4155, 0.3377, -0.1270], [0.1139, -0.2589, 0.2122], [-0.7827, -1.6955, 1.5231], [0.5281, -0.6916, 2.5295], [5.3127, 3.7706, 1.9069], [0.2755, -0.5891, -0.0689], [-1.8944, -2.5623, -1.7240], [-1.2719, -0.5973, -0.7272], [-1.0463, 0.2009, -2.4623], [0.0319, -0.3712, -0.2090], [0.9565, -0.7846, -0.3550], [0.3210, 3.2478, 1.2203], [-3.0986, 0.1939, -2.0964]], "nbo_charge": [-0.17, 0.21, -0.44, 0.20, 0.20, 0.22, 0.16, 0.24, 0.20, -0.22, 0.19, 0.21, 0.21, -0.23, -0.28, 0.22, -0.51, -0.42], "lumo_energy_ev": 1.0, "homo_energy_ev": -8.3630, "de_lowest_kcal_mol": 98.3}

{"formula": "C7H10S", "method": "the ωB97M-V functional and the def2-TZVPD basis", "elements": ["H", "H", "C", "C", "C", "S", "C", "H", "H", "H", "C", "H", "C", "C", "H", "H", "H", "H"], "positions_angstrom": [[1.107, -1.526, 2.035], [-2.516, 1.435, -0.959], [-2.074, -0.692, -0.168], [0.100, 2.184, 0.319], [0.676, -0.548, 1.771], [1.671, -0.152, -0.890], [-0.466, 1.000, 0.025], [-0.428, 3.063, 0.264], [-2.977, -1.263, -0.543], [-0.729, -2.031, -1.196], [0.236, -0.392, 0.320], [1.099, 2.309, 0.886], [-1.828, 0.695, -0.517], [-0.765, -1.485, -0.148], [-0.909, -2.272, 0.607], [-0.227, -0.649, 2.399], [1.340, 0.186, 2.060], [2.236, -1.389, -0.923]], "forces_ev_per_a": [[0.4467, 0.1365, -0.8266], [0.3153, -0.5502, 0.6129], [-0.0863, 3.0325, -4.1423], [1.9569, -2.1301, 1.4824], [-1.9846, -2.5967, -0.2610], [-0.0855, -0.6257, 0.3900], [0.0713, -0.5541, 0.2277], [-1.2429, 1.9514, -0.5772], [0.7617, 0.9787, 0.8592], [0.6385, 1.3642, 2.0250], [0.8346, 0.5746, -1.7228], [-1.6279, -0.6241, -1.2214], [0.0790, -3.7251, 2.2636], [-1.6099, -0.1081, 0.1423], [0.6221, -0.0223, -0.1551], [0.1293, 0.9409, -0.1080], [1.1066, 1.7209, 0.7807], [-0.3249, 0.2367, 0.2304]], "nbo_charge": [0.22, 0.23, -0.16, -0.40, -0.62, -0.05, -0.04, 0.20, 0.21, 0.24, -0.12, 0.21, -0.21, -0.47, 0.21, 0.22, 0.22, 0.11], "lumo_energy_ev": 0.5, "homo_energy_ev": -8.4548, "de_lowest_kcal_mol": 55.1}

{"formula": "C7H10S", "method": "the ωB97M-V functional and the def2-TZVPD basis", "elements": ["C", "C", "C", "H", "H", "H", "H", "C", "H", "H", "H", "H", "H", "H", "C", "S", "C", "C"], "positions_angstrom": [[-0.905, -1.909, -1.278], [-1.849, -0.551, 1.379], [-0.871, 2.056, 1.018], [-2.742, 0.158, 0.901], [-1.898, -1.639, 1.384], [2.216, 0.638, 0.948], [-1.772, -0.287, 2.556], [1.439, 1.081, 0.123], [0.216, -0.799, 1.396], [-0.540, 3.174, 0.988], [1.940, 2.172, -0.234], [-1.950, 2.090, 1.298], [-1.619, -2.545, -0.653], [-0.770, -2.323, -2.382], [-0.065, -1.047, -0.650], [1.392, -0.196, -1.129], [0.080, 1.100, 0.652], [-0.389, -0.314, 0.732]], "forces_ev_per_a": [[0.8849, -1.5543, -0.8660], [0.6058, 2.3419, 0.9171], [3.2149, 2.2365, -1.0968], [2.3260, -2.5793, 1.0728], [-1.1122, 0.0901, -0.3640], [-1.8741, 1.3482, -1.6354], [-0.1885, -0.2964, -2.7808], [3.6898, 2.2717, 1.5677], [1.9518, -1.3278, 2.0938], [-0.2448, -1.9998, -0.0855], [-1.6102, -3.1530, 0.6573], [1.2387, -1.2625, -0.2039], [0.7162, 1.4739, -0.9724], [0.0558, 1.0648, 2.5598], [-1.9463, 1.5157, 1.1974], [0.5963, -0.7209, -2.2874], [-4.8707, 1.3667, 1.5347], [-3.4334, -0.8155, -1.3082]], "nbo_charge": [-0.46, -0.62, -0.39, 0.23, 0.22, 0.23, 0.22, -0.58, 0.21, 0.19, 0.26, 0.23, 0.22, 0.22, -0.15, 0.29, -0.02, -0.29], "lumo_energy_ev": 0.8, "homo_energy_ev": -8.2566, "de_lowest_kcal_mol": 85.9}

Which formula does entry 6 have? C7H10S